1.
# C4H9N

2 unconnected molecules or ions with the total composition C4H9N in a non-equilibrium geometry (wB97M-V/def2-TZVPD, OMol25).

gap between HOMO and LUMO (alpha / beta): 2.785 / 7.926 eV
highest occupied orbital energy (alpha / beta): 0.042 / -0.153 Eh
E_tot: -212.43287 Ha
energy above the lowest of the compared OMol25 structures with the same formula, charge and spin: 36.78 kcal per mole
LUMO (alpha / beta): 3.937 / 3.759 eV

The geometry in ORCA input format:
```
! RIJCOSX wB97M-V def2-TZVPD def2/J DEFGRID3
* xyz -1 2
C -2.1891 2.4309 0.5605
N -2.3249 3.2602 1.5986
H -1.9429 1.3810 0.6320
H -2.2822 2.8686 -0.4435
H -2.8059 4.0857 1.2455
C 1.2269 -0.9271 -1.3375
C 1.0623 -2.0375 -0.3415
C 1.6384 -2.0891 0.8549
H 1.2125 -1.4368 -2.3098
H 0.3784 -0.2362 -1.3683
H 2.1941 -0.4292 -1.3095
H 0.1667 -2.6240 -0.5216
H 1.4371 -2.9633 1.4657
H 2.2286 -1.2832 1.2743
*
```

Atom charges from the natural (NBO) analysis, given in e for atoms 1 to 2:
1. C -0.4219
2. N -0.8224


2.
# C4H9N

A gas-phase ion, C4H9N (charge -1) in a non-equilibrium geometry (wB97M-V/def2-TZVPD, OMol25).

gap between HOMO and LUMO (alpha / beta): 3.137 / 8.234 eV
highest occupied orbital energy (alpha / beta): 0.054 / -0.140 Eh
E_tot: -212.46794 Ha
energy above the lowest of the compared OMol25 structures with the same formula, charge and spin: 14.78 kcal per mole
LUMO (alpha / beta): 4.600 / 4.426 eV

The geometry in ORCA input format:
```
! RIJCOSX wB97M-V def2-TZVPD def2/J DEFGRID3
* xyz -1 2
C 1.4155 -0.0689 -1.0860
C 0.2744 0.7529 -0.4550
C -0.6365 -0.0530 0.4429
C -1.9722 -0.1000 0.2458
N 0.0094 -0.6915 1.4484
H 1.1922 -0.4474 -2.0842
H 1.6107 -0.9594 -0.4826
H 2.4049 0.3935 -1.1268
H -0.2333 1.1814 -1.3119
H 0.5830 1.6034 0.1515
H -2.4078 0.3022 -0.6586
H -2.6646 -0.1027 1.0787
H -0.5749 -0.9942 2.2197
H 0.9993 -0.8162 1.6182
*
```

Atom charges from the natural (NBO) analysis, given in e for atoms 1 to 2:
1. C -0.8161
2. C -0.5381


Q: What is the formula in the first record?
A: C4H9N


Q: What is the energy above the lowest of the compared OMol25 structures with the same formula, charge and spin in the first record?
A: 36.78 kcal per mole


Q: Among the records above, which one has the lowest E_tot?
A: number 2


Copy entry 1 word for word.
# C4H9N

2 unconnected molecules or ions with the total composition C4H9N in a non-equilibrium geometry (wB97M-V/def2-TZVPD, OMol25).

gap between HOMO and LUMO (alpha / beta): 2.785 / 7.926 eV
highest occupied orbital energy (alpha / beta): 0.042 / -0.153 Eh
E_tot: -212.43287 Ha
energy above the lowest of the compared OMol25 structures with the same formula, charge and spin: 36.78 kcal per mole
LUMO (alpha / beta): 3.937 / 3.759 eV

The geometry in ORCA input format:
```
! RIJCOSX wB97M-V def2-TZVPD def2/J DEFGRID3
* xyz -1 2
C -2.1891 2.4309 0.5605
N -2.3249 3.2602 1.5986
H -1.9429 1.3810 0.6320
H -2.2822 2.8686 -0.4435
H -2.8059 4.0857 1.2455
C 1.2269 -0.9271 -1.3375
C 1.0623 -2.0375 -0.3415
C 1.6384 -2.0891 0.8549
H 1.2125 -1.4368 -2.3098
H 0.3784 -0.2362 -1.3683
H 2.1941 -0.4292 -1.3095
H 0.1667 -2.6240 -0.5216
H 1.4371 -2.9633 1.4657
H 2.2286 -1.2832 1.2743
*
```

Atom charges from the natural (NBO) analysis, given in e for atoms 1 to 2:
1. C -0.4219
2. N -0.8224